Entry 1:
Formula: C30H43N2O4PS2SiSn
Source: the Open Molecules 2025 dataset
Level of theory: ωB97M-V with the def2-TZVPD basis set

Summary:
Net charge ... +2
ΔE to the lowest compared entry with this formula, charge and spin ... 0.000 eV
Multiplicity ... 1
E_HOMO ... -14.70 eV
LUMO ... -9.00 eV
Kohn-Sham gap ... 5.6941 eV
Strongest force on any atom ... 0.0625 hartree/bohr

Element x y z (Å)
Sn  1.21  0.50  0.73
S  2.99  1.48  3.28
S  -1.10  0.90  1.78
P  2.25  1.36  -1.71
Si  -1.84  -1.11  1.76
O  -3.31  -1.06  1.09
O  2.62  2.91  3.05
O  -0.82  -1.99  0.86
O  -2.04  -1.74  3.23
N  2.62  0.36  2.35
N  1.21  2.92  0.83
C  2.06  5.07  0.09
C  -0.56  0.17  -5.10
C  -2.11  -1.26  5.57
C  -0.07  -0.80  -4.23
C  -0.28  1.54  -4.92
C  -1.34  -4.25  0.95
C  2.60  5.92  -0.92
C  -3.73  -0.83  -0.28
C  0.76  -3.52  -0.09
C  0.59  -3.25  2.36
C  -2.91  -1.27  4.34
C  -0.17  -3.28  1.08
C  4.29  -0.03  -3.08
C  3.95  1.00  -2.17
C  0.77  -0.39  -3.18
C  -3.53  0.14  4.14
C  -2.59  -0.41  -1.19
C  5.59  -0.46  -3.22
C  1.14  0.95  -3.07
C  3.00  5.36  -2.12
C  2.21  3.13  -1.39
C  -4.60  0.39  -0.17
C  -4.52  -2.02  -0.73
C  0.56  1.93  -3.91
C  2.72  3.99  -2.36
C  5.00  1.70  -1.54
C  1.74  3.74  -0.18
C  6.59  0.22  -2.56
C  -4.01  -2.30  4.48
C  6.30  1.36  -1.83
H  1.75  5.47  1.03
H  0.88  2.99  -3.84
H  -5.08  -1.75  -1.63
H  -3.99  1.30  0.10
H  7.13  1.99  -1.41
H  1.19  -1.08  -2.47
H  -1.25  -0.61  5.45
H  3.49  5.88  -2.95
H  -2.81  0.94  4.24
H  -3.95  -2.94  -0.86
H  0.16  2.96  0.85
H  -1.22  -0.13  -5.89
H  5.80  -1.31  -3.84
H  -4.07  0.17  3.17
H  0.21  -3.29  -1.01
H  -1.04  -5.28  0.90
H  2.74  6.96  -0.65
H  -2.73  -0.98  6.45
H  7.64  -0.10  -2.60
H  -0.23  -1.84  -4.40
H  -5.23  -2.33  0.07
H  -1.98  -4.09  1.82
H  -3.03  0.01  -2.11
H  -1.92  0.37  -0.76
H  -5.39  0.24  0.57
H  -4.72  -2.12  5.29
H  1.47  -2.59  2.24
H  3.06  3.51  -3.29
H  -1.72  -2.26  5.72
H  -4.57  -2.28  3.53
H  1.68  -2.91  -0.04
H  -0.60  2.31  -5.63
H  1.53  3.20  1.76
H  -1.88  -4.14  0.02
H  -1.98  -1.28  -1.48
H  0.02  -2.89  3.26
H  -4.21  0.28  5.01
H  0.94  -4.29  2.57
H  4.74  2.65  -1.01
H  -3.64  -3.30  4.65
H  3.51  -0.58  -3.61
H  -5.08  0.61  -1.09
H  1.14  -4.58  -0.15

Results of the Mulliken charge analysis, in e, for atoms 1 through 2: atom 1 (Sn): 0.901, atom 2 (S): 0.466


Entry 2:
Formula: C30H43O8PS
Source: the Open Molecules 2025 dataset
Level of theory: ωB97M-V with the def2-TZVPD basis set

Summary:
Structure (SMILES) ... Cc1ccc(Cc2ccc([PH2]=S)c3c2C(=O)C=CC3=O)cc1.COCCOCCOC.COCCOCCOC
Multiplicity ... 1
E_HOMO ... -8.23 eV
LUMO ... -1.26 eV
Kohn-Sham gap ... 6.9697 eV
Strongest force on any atom ... 0.0397 hartree/bohr

Element x y z (Å)
S  8.48  -0.28  0.77
P  6.54  -0.11  0.77
O  -2.14  -0.40  -0.58
O  4.65  -6.01  2.44
O  -4.17  4.64  -6.39
O  -0.01  -0.54  1.52
O  -4.56  5.49  -3.54
O  6.99  -2.65  -0.52
O  -0.57  2.13  0.10
O  -3.72  2.60  -4.14
C  4.80  -5.27  0.23
C  -1.42  0.37  -1.52
C  0.18  -2.19  4.99
C  5.64  -1.37  1.74
C  -4.90  2.82  -4.89
C  1.00  -4.36  3.54
C  -5.72  5.41  -2.75
C  5.45  -4.42  -0.55
C  -3.41  4.86  -3.01
C  -0.72  -2.90  4.22
C  4.80  -3.60  2.17
C  5.49  -2.69  1.37
C  4.73  -5.04  1.71
C  -1.11  1.67  1.33
C  4.36  -1.84  3.68
C  6.07  -3.20  0.07
C  -2.95  4.68  -7.12
C  -0.28  1.20  -0.93
C  -2.18  -2.46  4.15
C  5.07  -0.93  2.93
C  -4.79  3.38  -6.30
C  4.21  -3.16  3.35
C  1.92  -3.65  4.27
C  -0.31  0.69  2.16
C  3.40  -4.06  4.27
C  -3.51  -0.07  -0.44
C  1.37  -0.79  1.31
C  -2.87  3.70  -3.84
C  1.51  -2.57  5.02
C  -0.34  -4.00  3.50
H  5.96  -0.04  -0.52
H  -3.76  0.90  -0.89
H  1.35  -5.23  2.98
H  1.49  -1.22  0.31
H  4.36  -6.16  -0.21
H  -2.38  4.05  -4.75
H  -5.36  1.83  -4.99
H  -3.75  -0.03  0.63
H  3.54  -5.13  4.10
H  -3.13  5.13  -8.10
H  -2.82  -3.28  3.83
H  -0.93  0.44  3.03
H  1.98  0.11  1.40
H  0.10  1.81  -1.76
H  -2.13  1.32  1.17
H  5.20  0.11  3.23
H  3.92  -1.49  4.61
H  -5.64  4.67  -1.95
H  -5.81  3.50  -6.67
H  -1.04  -4.57  2.90
H  -1.22  2.57  1.94
H  -4.13  -0.85  -0.89
H  -2.23  -1.62  3.44
H  -2.25  5.32  -6.59
H  2.20  -2.00  5.63
H  -2.62  5.61  -2.99
H  -0.96  -0.33  -2.22
H  0.56  0.57  -0.64
H  -3.57  4.54  -1.98
H  -2.51  3.69  -7.25
H  -2.09  1.01  -2.11
H  -0.11  -1.32  5.57
H  1.72  -1.54  2.03
H  -5.61  3.39  -4.30
H  0.60  1.17  2.55
H  -4.30  2.65  -6.96
H  -6.57  5.15  -3.39
H  -5.94  6.39  -2.31
H  5.54  -4.60  -1.62
H  3.75  -3.87  5.29
H  -2.54  -2.10  5.12
H  6.21  1.11  1.40
H  -2.05  3.26  -3.25

Results of the Mulliken charge analysis, in e, for atoms 1 through 2: atom 1 (S): -0.412, atom 2 (P): 0.266


Entry 3:
Formula: C30H44Br2N2P2W
Source: the Open Molecules 2025 dataset
Level of theory: ωB97M-V with the def2-TZVPD basis set

Summary:
Net charge ... +4
ΔE to the lowest compared entry with this formula, charge and spin ... 0.313 eV
Multiplicity ... 3
E_HOMO (spin up / spin down) ... -18.40 / -18.75 eV
LUMO (spin up / spin down) ... -12.45 / -13.83 eV
Kohn-Sham gap (spin up / spin down) ... 5.9565 / 4.9186 eV
Strongest force on any atom ... 0.0875 hartree/bohr

Element x y z (Å)
W  -0.56  -2.22  0.77
Br  -2.24  2.55  -1.75
Br  -1.95  -3.46  -0.74
P  1.18  -1.04  -0.88
P  -3.25  -1.12  -3.31
N  -1.80  -0.60  0.92
N  5.29  4.08  4.31
C  -5.68  -2.57  -2.56
C  3.09  3.19  4.67
C  0.09  -3.14  2.35
C  3.55  1.87  4.51
C  -3.47  0.84  1.87
C  -2.41  1.43  -0.19
C  2.62  0.76  4.45
C  2.38  -2.54  2.66
C  -4.92  -1.25  -2.53
C  1.43  -3.39  2.06
C  2.51  0.94  0.68
C  2.92  -0.44  3.88
C  5.77  2.84  4.26
C  0.38  0.36  -3.45
C  -1.85  0.16  -0.23
C  2.73  -3.28  -1.53
C  -3.27  1.79  0.85
C  -2.88  -2.77  -4.09
C  1.88  -2.17  -2.14
C  0.96  0.43  -2.04
C  -4.72  0.13  -5.52
C  -3.70  -3.34  -5.24
C  1.94  -1.38  3.35
C  -0.40  -2.03  3.09
C  3.98  4.27  4.53
C  2.72  -0.38  -0.04
C  0.57  -1.08  3.48
C  4.94  1.70  4.33
C  -3.42  0.05  -4.72
C  -2.73  -0.34  1.89
H  -3.86  -2.63  -6.06
H  -5.05  -3.44  -2.31
H  -1.37  -2.08  3.60
H  1.03  -2.55  -2.72
H  -3.81  2.73  0.81
H  -1.48  -0.27  -1.16
H  2.04  3.40  4.86
H  2.13  -3.96  -0.91
H  2.49  -1.54  -2.81
H  -2.58  -0.16  -5.40
H  1.67  -4.31  1.51
H  -4.73  -0.99  -1.48
H  3.46  -0.26  -0.85
H  3.10  -1.16  0.63
H  -6.18  -2.75  -3.53
H  3.97  -0.73  3.79
H  3.38  1.17  1.32
H  -0.62  0.81  -3.49
H  1.63  0.92  1.34
H  -5.53  -0.44  -2.93
H  0.38  1.14  -1.44
H  1.98  0.83  -2.12
H  1.00  1.00  -4.11
H  -4.92  -0.78  -6.10
H  -4.62  0.96  -6.23
H  5.40  0.72  4.24
H  3.64  5.31  4.60
H  0.25  -0.14  3.94
H  0.34  -0.63  -3.91
H  -6.47  -2.53  -1.79
H  -5.59  0.34  -4.88
H  2.39  1.77  -0.03
H  -4.18  1.03  2.68
H  -2.88  -1.12  2.64
H  -4.66  -3.74  -4.91
H  3.18  -3.86  -2.34
H  1.62  0.94  4.86
H  3.46  -2.72  2.61
H  6.85  2.73  4.15
H  -3.23  1.04  -4.26
H  -1.83  -2.68  -4.41
H  -2.87  -3.50  -3.27
H  3.54  -2.87  -0.92
H  -3.14  -4.18  -5.66

Results of the Mulliken charge analysis, in e, for atoms 1 through 2: atom 1 (W): 0.900, atom 2 (Br): -0.006


Entry 4:
Formula: C30H44BrN3P2Sr
Source: the Open Molecules 2025 dataset
Level of theory: ωB97M-V with the def2-TZVPD basis set

Summary:
Net charge ... +2
ΔE to the lowest compared entry with this formula, charge and spin ... 3.029 eV
Multiplicity ... 1
E_HOMO ... -12.08 eV
LUMO ... -6.44 eV
Kohn-Sham gap ... 5.6383 eV
Strongest force on any atom ... 0.0536 hartree/bohr

Element x y z (Å)
Sr  -1.06  1.55  2.62
Br  -3.64  1.92  3.88
P  2.10  -0.15  0.12
P  -1.26  -1.44  -1.34
N  -0.81  -0.78  3.62
N  3.53  3.67  -2.40
N  -1.25  -2.60  7.32
C  2.75  -1.90  0.26
C  1.29  3.78  -3.26
C  -1.36  -0.15  4.70
C  2.66  3.54  -3.40
C  3.84  -2.42  -0.65
C  -0.87  -3.67  -3.04
C  -3.71  -2.92  -1.04
C  3.60  0.46  -2.34
C  -0.46  -2.10  3.77
C  -2.34  -2.65  -0.44
C  -0.23  -2.40  -2.50
C  -2.73  -0.90  -3.76
C  -0.57  -2.74  4.99
C  -0.54  4.13  -1.69
C  3.09  4.13  -1.21
C  -3.58  4.12  0.32
C  4.86  0.46  0.86
C  -1.71  3.97  -1.34
C  -3.68  2.33  1.88
C  -2.38  -0.40  -2.37
C  3.40  0.89  0.90
C  -4.08  3.60  1.50
C  -2.42  2.04  -0.10
C  0.83  4.20  -2.00
C  -2.63  3.39  -0.40
C  -3.13  1.42  0.98
C  -1.17  -2.06  6.09
C  -1.65  -0.76  5.90
C  1.75  4.41  -0.96
C  2.24  0.22  -1.70
H  -1.85  -1.12  -4.37
H  5.45  1.15  1.48
H  1.60  1.10  -1.83
H  3.05  3.24  -4.38
H  -1.55  0.96  4.69
H  -2.15  -0.18  6.69
H  3.84  4.32  -0.43
H  -1.86  0.57  -2.44
H  -4.29  -1.99  -1.13
H  3.08  0.97  1.96
H  -3.67  -3.40  -2.02
H  4.32  -0.34  -2.16
H  0.02  -1.71  -3.32
H  -1.73  1.48  -0.76
H  -3.34  -1.81  -3.72
H  1.84  -2.52  0.15
H  -1.14  -4.35  -2.23
H  5.01  -0.56  1.25
H  3.57  -2.34  -1.71
H  -3.31  -0.23  -1.81
H  -2.43  -2.24  0.58
H  -0.13  -4.15  -3.70
H  0.71  -2.62  -1.96
H  -3.79  5.13  0.00
H  4.01  -3.47  -0.42
H  -0.88  -3.50  7.55
H  3.30  1.90  0.48
H  -1.77  -3.47  -3.64
H  -4.24  -3.61  -0.37
H  -3.10  0.33  1.20
H  -4.72  4.18  2.17
H  3.47  0.52  -3.43
H  3.07  -2.00  1.31
H  0.61  3.63  -4.09
H  -1.77  -3.58  -0.37
H  1.40  4.73  0.04
H  1.74  -0.60  -2.24
H  4.04  1.39  -2.00
H  -0.21  -3.76  5.16
H  -0.05  -2.61  2.88
H  5.30  0.49  -0.14
H  -1.64  -2.07  8.11
H  4.80  -1.91  -0.52
H  -3.32  -0.13  -4.26

Results of the Mulliken charge analysis, in e, for atoms 1 through 2: atom 1 (Sr): 1.708, atom 2 (Br): -0.003


Entry 5:
Formula: C30H44Cl2N6O8P2STa
Source: the Open Molecules 2025 dataset
Level of theory: ωB97M-V with the def2-TZVPD basis set

Summary:
Net charge ... +3
ΔE to the lowest compared entry with this formula, charge and spin ... 2.472 eV
Multiplicity ... 1
E_HOMO ... -15.07 eV
LUMO ... -8.32 eV
Kohn-Sham gap ... 6.7449 eV
Strongest force on any atom ... 0.0735 hartree/bohr

Element x y z (Å)
Ta  -1.13  1.92  1.68
Cl  3.31  2.17  3.75
Cl  1.87  6.04  7.04
S  0.79  2.56  0.31
P  2.91  -7.36  -3.01
P  -3.80  -0.16  1.01
O  -0.09  -2.00  1.52
O  -2.19  2.60  0.16
O  0.36  2.37  2.85
O  -1.92  3.49  2.70
O  -0.71  0.11  1.36
O  -5.27  0.43  0.71
O  -3.31  1.05  2.10
O  -3.95  -1.32  2.18
N  1.08  1.96  -2.24
N  5.42  -7.35  -1.69
N  -1.27  0.56  3.73
N  3.58  -6.40  -0.33
N  4.60  -5.04  -2.08
N  -0.98  2.75  -1.76
C  -1.49  4.16  3.68
C  1.38  4.91  5.85
C  -5.17  4.73  -1.74
C  2.55  -7.19  -1.10
C  -2.02  2.91  -1.10
C  2.35  1.40  -1.89
C  -3.22  3.42  -1.79
C  0.24  2.35  -1.33
C  1.06  3.54  -4.24
C  -0.23  4.09  4.28
C  0.84  2.13  -3.76
C  -4.37  1.84  2.80
C  -4.04  4.26  -1.07
C  2.35  4.14  5.22
C  3.54  2.37  -2.09
C  0.10  4.98  5.36
C  -0.63  -0.70  3.52
C  0.73  3.10  3.80
C  4.69  -8.13  -2.80
C  -5.33  4.43  -3.10
C  -4.47  3.66  -3.78
C  -0.49  -1.03  2.03
C  3.89  -5.02  -0.77
C  -3.39  3.15  -3.15
C  2.08  3.18  4.27
C  3.62  -5.38  -3.25
C  4.81  -7.10  -0.24
C  -5.57  0.78  -0.63
C  -4.81  -2.39  1.82
C  5.74  -5.98  -2.02
H  2.69  -8.15  -0.59
H  -4.42  -3.30  2.17
H  -1.28  -1.45  3.96
H  2.00  3.59  -4.76
H  0.22  3.91  -4.80
H  4.53  -9.17  -2.58
H  5.28  -7.95  -3.70
H  0.41  -0.75  3.96
H  3.33  4.13  5.63
H  6.19  -5.64  -1.04
H  -2.24  0.43  3.94
H  1.56  1.49  -4.28
H  -0.94  1.08  4.48
H  -3.81  4.43  -0.04
H  4.43  1.89  -1.81
H  2.98  -4.31  -0.72
H  4.59  -8.05  0.30
H  4.10  -5.44  -4.29
H  6.46  -5.96  -2.86
H  -4.68  0.94  -1.21
H  -4.74  3.46  -4.82
H  5.57  -6.47  0.21
H  -4.84  -2.50  0.76
H  -2.68  2.50  -3.57
H  1.58  -6.77  -0.77
H  -0.15  1.71  -3.89
H  -5.14  1.17  3.21
H  2.50  0.50  -2.44
H  4.64  -4.59  -0.06
H  3.59  2.66  -3.19
H  -6.23  0.04  -1.08
H  2.79  -4.58  -3.28
H  -5.91  5.38  -1.27
H  -6.10  1.70  -0.62
H  1.10  4.29  -3.44
H  6.42  -7.75  -1.75
H  -3.94  2.28  3.68
H  -5.82  -2.26  2.14
H  -4.68  2.56  2.06
H  -2.30  5.00  4.06
H  3.45  3.29  -1.55
H  2.29  1.11  -0.86
H  -0.64  5.65  5.56
H  -6.20  4.87  -3.58

Results of the Mulliken charge analysis, in e, for atoms 1 through 2: atom 1 (Ta): 1.931, atom 2 (Cl): -0.165